{"formula": "C35H40NNdO5", "method": "ωB97M-V/def2-TZVPD", "total_energy_ha": -2349.988432, "spin_multiplicity": 4, "gap_ev": 2.47, "lumo_energy_ev": 3.980, "e_homo_ha": 0.0555, "charge": -2, "elements": ["C", "C", "C", "C", "H", "H", "C", "H", "H", "C", "H", "H", "C", "C", "C", "O", "O", "O", "O", "C", "H", "H", "H", "C", "H", "H", "H", "O", "H", "H", "C", "C", "H", "H", "H", "H", "H", "H", "Nd", "C", "C", "C", "H", "C", "C", "H", "H", "H", "H", "C", "C", "C", "H", "C", "C", "H", "H", "H", "H", "C", "C", "C", "C", "C", "C", "N", "C", "C", "C", "C", "C", "C", "H", "H", "H", "H", "H", "H", "H", "H", "H", "H"], "xyz": [[-4.591172, -2.059245, -0.636649], [-3.721702, -0.854840, -0.178736], [-3.698671, -2.903855, -1.554222], [-2.436162, -2.043652, -1.938275], [-4.249928, -3.184917, -2.456989], [-3.421256, -3.827297, -1.036600], [-2.832336, -0.576902, -1.374204], [-3.151058, -1.186612, 0.698640], [-4.358372, -0.004067, 0.105883], [-2.004825, 0.766898, -1.324156], [-3.550167, -0.302836, -2.174403], [-2.424946, -1.924159, -3.037621], [-1.235233, -2.842994, -1.654870], [-5.192129, -2.834877, 0.531170], [-5.867312, -1.664541, -1.389412], [-6.297399, -2.247879, -2.371247], [-4.646063, -2.940321, 1.620000], [-6.408818, -3.349825, 0.270081], [-6.518799, -0.629085, -0.839470], [-7.778100, -0.406377, -1.476996], [-8.234171, 0.406660, -0.925092], [-8.387603, -1.308380, -1.418372], [-7.631824, -0.140763, -2.523997], [-6.994777, -4.015678, 1.394724], [-6.337241, -4.805851, 1.778680], [-7.929353, -4.441337, 1.037887], [-7.194278, -3.300001, 2.201504], [-0.983205, 1.049692, -0.392151], [-2.765016, 1.557430, -1.150689], [-1.626008, 0.954280, -2.349956], [-0.092938, -2.758512, -2.585855], [-1.055824, -3.487524, -0.341571], [-1.186890, -4.583111, -0.415865], [-1.767403, -3.137907, 0.418265], [-0.038790, -3.325556, 0.049660], [0.852141, -2.884859, -2.038449], [-0.067247, -1.784637, -3.096243], [-0.136640, -3.530516, -3.371100], [0.970856, 1.297829, 0.213369], [2.351294, 3.349381, -1.142798], [1.309862, 3.112429, -2.090389], [0.074542, 3.436428, -1.460672], [1.450058, 2.847590, -3.139512], [0.346143, 3.932644, -0.149152], [1.760313, 3.877999, 0.043867], [2.297300, 4.240528, 0.919653], [3.416371, 3.214675, -1.322034], [-0.906522, 3.370146, -1.934444], [-0.370695, 4.373105, 0.545015], [1.508347, -0.614890, 2.368383], [1.965540, 0.649287, 2.820591], [0.852905, 1.536020, 2.902892], [2.979652, 0.866775, 3.149978], [-0.310634, 0.806075, 2.508779], [0.094317, -0.526253, 2.175634], [-0.571244, -1.360042, 1.951838], [2.116202, -1.518914, 2.294760], [0.873819, 2.557700, 3.290534], [-1.336258, 1.166981, 2.545740], [6.352465, -1.979615, -0.112048], [5.083403, -1.850688, -0.702808], [4.284688, -0.742794, -0.442508], [4.758374, 0.286499, 0.423514], [6.045942, 0.135000, 1.013090], [6.830415, -0.981437, 0.746866], [3.963536, 1.384887, 0.670087], [4.608180, 2.562411, 1.028406], [4.222921, 3.279062, 2.190688], [4.810187, 4.499350, 2.500146], [5.809153, 5.033786, 1.676636], [6.235358, 4.325834, 0.545304], [5.663996, 3.096252, 0.238161], [6.965095, -2.858712, -0.317405], [4.714599, -2.626585, -1.375301], [3.302491, -0.611927, -0.914628], [6.420826, 0.924800, 1.668686], [7.815498, -1.065737, 1.213076], [3.449060, 2.849383, 2.825272], [4.473093, 5.036988, 3.389185], [6.252631, 6.003063, 1.913666], [7.016026, 4.726651, -0.104998], [6.011408, 2.511993, -0.618425]], "forces_ev_per_angstrom": [[-1.3, 0.3, 0.0], [-0.2, -0.3, 0.4], [0.0, 0.1, -0.2], [0.6, -0.6, -0.2], [0.0, 0.0, 0.3], [0.2, 0.3, -0.1], [-0.4, 0.3, -0.4], [0.0, 0.2, -0.2], [0.2, -0.2, 0.1], [-0.1, 0.2, 0.1], [0.0, 0.3, 0.1], [-0.3, 0.2, 0.1], [-0.4, 1.1, 0.2], [1.8, 0.6, 1.3], [0.5, -0.5, -1.5], [0.2, 0.8, 0.9], [-0.9, -0.2, -1.2], [-0.1, -0.5, 0.6], [-0.4, 0.0, -0.2], [0.1, 0.2, 0.2], [-0.1, 0.1, 0.0], [0.0, 0.0, 0.0], [-0.1, 0.0, 0.0], [0.0, 0.0, 0.1], [-0.1, 0.2, -0.1], [0.0, 0.0, -0.1], [0.1, -0.1, -0.2], [-1.2, -1.8, -0.9], [-0.1, -0.3, -0.2], [0.0, -0.2, 0.2], [-0.2, 0.2, 0.2], [0.1, -0.2, -0.1], [0.1, -0.5, 0.5], [0.1, -0.1, 0.0], [0.1, -0.1, 0.3], [0.3, 0.0, -0.2], [0.3, 0.0, -0.2], [0.5, -0.2, -0.5], [1.2, -0.1, 0.2], [-0.4, 0.6, 0.0], [-0.1, 0.2, 0.9], [0.3, 0.6, 0.0], [-0.1, -0.2, 0.4], [0.4, -0.1, -0.7], [0.1, 0.2, -0.5], [-0.2, -0.2, -0.3], [-0.4, 0.0, 0.1], [0.3, -0.1, 0.3], [0.1, -0.4, -0.2], [-0.5, 0.5, 0.2], [-0.3, -0.1, 0.4], [0.0, -0.5, 0.2], [-0.3, -0.1, -0.4], [0.3, -0.7, 0.5], [0.1, 0.7, 0.6], [0.2, 0.4, -0.3], [-0.2, 0.4, -0.2], [0.0, -0.3, -0.2], [0.3, -0.1, -0.2], [0.1, -0.2, -0.1], [0.0, 0.2, 0.3], [0.5, 0.0, 0.3], [-0.6, 1.0, -0.1], [0.2, -0.3, -0.1], [-0.5, 0.1, -0.2], [0.3, -0.4, -0.3], [0.1, -0.5, 0.2], [0.2, -0.1, -0.4], [0.2, 0.0, -0.3], [0.0, 0.2, 0.1], [-0.2, -0.3, 0.2], [-0.2, 0.1, 0.3], [-0.2, 0.2, 0.0], [0.1, 0.2, 0.2], [0.4, -0.2, 0.1], [-0.2, -0.3, -0.2], [-0.2, -0.1, -0.1], [0.2, 0.2, -0.2], [0.2, -0.1, -0.2], [-0.1, -0.2, -0.1], [-0.2, 0.0, 0.2], [-0.2, 0.2, 0.2]], "mulliken_spin": [0.00, 0.00, 0.00, 0.00, 0.00, 0.00, 0.00, 0.00, 0.00, 0.00, 0.00, 0.00, 0.00, 0.00, 0.00, 0.00, 0.00, 0.00, 0.00, 0.00, 0.00, 0.00, 0.00, 0.00, 0.00, 0.00, 0.00, 0.00, 0.00, 0.00, 0.00, 0.00, 0.00, 0.00, 0.00, 0.00, 0.00, 0.00, 3.01, -0.01, 0.00, 0.00, 0.00, -0.01, 0.01, 0.00, 0.00, 0.00, 0.00, 0.00, -0.01, 0.00, 0.00, 0.00, -0.01, 0.00, 0.00, 0.00, 0.00, 0.00, 0.00, 0.00, 0.00, 0.00, 0.00, -0.01, 0.00, 0.00, 0.00, 0.00, 0.00, 0.00, 0.00, 0.00, 0.00, 0.00, 0.00, 0.00, 0.00, 0.00, 0.00, 0.00]}



{"formula": "C35H40NOS3Te2V", "method": "ωB97M-V/def2-TZVPD", "total_energy_ha": -4162.044561, "spin_multiplicity": 2, "gap_ev": [6.37, 7.07], "lumo_energy_ev": [-3.584, -2.971], "e_homo_ha": [-0.3657, -0.3691], "e_above_lowest_kcal_mol": 41.8, "charge": 1, "elements": ["V", "C", "C", "S", "C", "C", "S", "C", "C", "S", "H", "H", "H", "H", "H", "H", "H", "H", "H", "H", "H", "H", "C", "C", "C", "C", "C", "C", "Te", "N", "C", "O", "C", "C", "C", "C", "C", "C", "C", "C", "C", "C", "C", "C", "C", "C", "C", "C", "H", "H", "H", "H", "H", "H", "H", "H", "H", "H", "H", "H", "H", "H", "H", "H", "H", "H", "H", "H", "H", "H", "H", "Te", "C", "C", "C", "C", "C", "C", "H", "H", "H", "H", "H"], "xyz": [[-0.757357, 0.376363, 0.044271], [-4.225597, 1.135868, 2.694529], [-3.781698, 2.286657, 1.802305], [-2.797656, 1.934877, 0.331171], [-3.888677, 1.012126, -0.777643], [-4.093931, -0.472303, -0.443524], [-2.562369, -1.348845, 0.022346], [-3.000754, -2.327730, 1.479528], [-3.666885, -1.604423, 2.646273], [-2.893811, -0.028105, 3.091605], [-5.043612, 0.582497, 2.238845], [-4.586862, 1.554020, 3.633469], [-3.139269, 2.967923, 2.362336], [-4.644262, 2.852860, 1.449370], [-3.395826, 1.118508, -1.744431], [-4.853717, 1.518262, -0.828913], [-4.496824, -0.980167, -1.318365], [-4.793317, -0.598520, 0.380248], [-2.045196, -2.754336, 1.784821], [-3.635990, -3.141616, 1.128951], [-3.615183, -2.246056, 3.525311], [-4.718534, -1.416375, 2.441532], [3.860793, -6.686889, 0.778755], [3.338699, -5.300801, 0.514917], [4.194020, -4.218219, 0.393465], [3.736107, -2.920034, 0.182873], [4.793645, -1.855754, 0.011827], [2.351656, -2.699858, 0.119838], [1.731639, -0.656728, -0.195247], [0.300144, 1.687929, 0.052533], [1.288672, 2.469912, -0.607930], [2.298801, 1.929140, -0.991247], [1.013749, 3.909974, -0.833979], [-0.140817, 4.516164, -0.352020], [-0.361698, 5.865490, -0.581303], [0.582504, 6.609410, -1.276023], [1.734673, 6.002298, -1.762517], [1.949813, 4.652133, -1.548025], [2.563481, 0.017557, 1.634500], [3.685969, 0.834509, 1.571319], [4.244031, 1.344769, 2.734025], [3.673987, 1.036721, 3.958859], [2.539588, 0.241121, 4.014874], [1.960785, -0.278510, 2.859694], [0.707916, -1.106113, 2.975240], [1.473615, -3.791633, 0.154752], [-0.010320, -3.666097, -0.050863], [1.979645, -5.068163, 0.367192], [4.947899, -6.715580, 0.727478], [3.462064, -7.399985, 0.056356], [3.561514, -7.026591, 1.771951], [5.265303, -4.381794, 0.448519], [5.624742, -2.260812, -0.564490], [5.182462, -1.526672, 0.976817], [4.430355, -0.978692, -0.517969], [-0.861806, 3.930603, 0.200928], [-1.260042, 6.339674, -0.208505], [0.420047, 7.666847, -1.440802], [2.469657, 6.586293, -2.300203], [2.833986, 4.159426, -1.928794], [4.116827, 1.088823, 0.612222], [5.119589, 1.978259, 2.678678], [4.105218, 1.424019, 4.872757], [2.091771, 0.011850, 4.974628], [0.593464, -1.491581, 3.988369], [0.715080, -1.953972, 2.288838], [-0.175569, -0.490405, 2.771800], [-0.330656, -2.628725, -0.017603], [-0.556547, -4.234993, 0.704921], [-0.299879, -4.060062, -1.027179], [1.287748, -5.903884, 0.410314], [-0.363103, -0.230459, -2.553740], [-1.590147, 0.673319, -4.003416], [-2.936223, 0.340662, -4.150498], [-3.698260, 0.928233, -5.151253], [-3.115702, 1.842237, -6.019247], [-1.772836, 2.163389, -5.885919], [-1.010415, 1.587808, -4.877146], [-3.382517, -0.404220, -3.501733], [-4.742252, 0.662509, -5.261793], [-3.705829, 2.295141, -6.805005], [-1.314094, 2.868900, -6.566574], [0.034380, 1.850621, -4.772252]], "forces_ev_per_angstrom": [[0.9, 1.5, 0.0], [0.1, 0.0, -0.1], [0.2, -0.1, 0.2], [-0.2, 0.0, -0.8], [0.0, -0.2, 0.2], [0.1, 0.2, 0.2], [-0.4, -0.7, -0.4], [-0.1, 0.2, 0.1], [0.1, 0.0, 0.0], [0.1, 0.0, 0.1], [0.0, 0.0, 0.0], [-0.1, 0.0, 0.0], [0.0, 0.1, 0.0], [0.0, 0.1, 0.1], [-0.1, 0.0, 0.0], [0.0, 0.0, -0.1], [-0.1, 0.0, 0.0], [0.0, 0.0, 0.0], [0.0, 0.0, 0.0], [0.0, -0.1, 0.1], [-0.1, -0.1, 0.0], [0.0, 0.0, 0.1], [0.0, 0.0, 0.0], [0.0, -0.1, 0.0], [0.0, 0.0, 0.0], [0.1, 0.0, 0.0], [-0.1, 0.0, 0.1], [-0.3, -0.1, 0.0], [1.3, -1.4, 0.4], [-0.1, 0.2, -0.3], [-0.7, 0.1, 0.3], [0.3, 0.2, 0.0], [-0.2, -0.1, 0.1], [0.0, 0.1, 0.0], [0.1, 0.0, 0.0], [0.0, 0.0, 0.0], [0.0, 0.0, 0.0], [0.0, 0.0, 0.0], [-0.2, 0.2, 0.0], [0.0, 0.1, 0.0], [0.0, 0.0, 0.0], [-0.1, 0.0, 0.0], [0.1, 0.0, 0.0], [0.0, -0.1, 0.0], [0.1, 0.0, 0.0], [0.0, 0.0, 0.2], [0.0, -0.1, 0.0], [0.0, 0.0, 0.0], [0.0, 0.0, 0.0], [0.0, 0.0, 0.0], [0.0, 0.0, 0.0], [0.0, 0.0, 0.0], [0.0, 0.0, 0.0], [0.0, 0.0, 0.0], [0.0, 0.0, 0.0], [0.0, 0.0, 0.0], [0.0, 0.0, 0.0], [0.0, 0.0, 0.0], [0.0, 0.0, 0.0], [0.0, 0.0, 0.0], [0.0, 0.0, 0.0], [0.0, 0.0, 0.0], [0.0, 0.0, 0.0], [0.0, 0.0, 0.0], [0.0, 0.0, 0.0], [0.0, 0.0, 0.0], [0.0, 0.0, -0.1], [0.0, 0.0, 0.0], [0.0, 0.0, 0.0], [0.0, 0.0, 0.0], [0.0, 0.0, 0.0], [-0.3, 0.0, -0.2], [-0.3, 0.2, 0.1], [0.0, 0.0, -0.1], [0.0, 0.0, 0.0], [0.0, 0.0, 0.0], [0.0, 0.0, 0.0], [-0.1, 0.1, 0.0], [0.0, 0.0, 0.0], [0.0, 0.0, 0.0], [0.0, 0.0, 0.0], [0.0, 0.0, 0.0], [0.0, 0.0, 0.0]], "mulliken_spin": [1.69, 0.00, 0.00, -0.02, 0.03, 0.00, -0.01, 0.00, 0.00, 0.00, 0.00, 0.00, 0.00, 0.00, -0.01, 0.00, 0.00, 0.00, 0.00, 0.00, 0.00, 0.00, 0.00, 0.00, 0.00, 0.00, 0.00, -0.02, -0.11, -0.37, 0.04, -0.03, -0.02, -0.01, 0.00, 0.00, 0.00, 0.00, -0.02, 0.00, 0.00, 0.00, 0.00, 0.01, 0.04, 0.02, -0.01, 0.00, 0.00, 0.00, 0.00, 0.00, 0.00, 0.00, 0.00, 0.00, 0.00, 0.00, 0.00, 0.00, 0.00, 0.00, 0.00, 0.00, 0.00, 0.00, -0.02, 0.02, 0.00, 0.00, 0.00, -0.18, 0.01, 0.00, 0.01, -0.01, 0.01, -0.01, 0.00, 0.00, 0.00, 0.00, 0.00]}